Molecular formula: C5H6O
Method: DFT, the ωB97M-V functional and the def2-TZVPD basis

Results
total energy = -269.16869 a.u.
relative energy (zero: lowest compared OMol25 entry of this formula, charge and spin) = 111.4 kcal/mol
Kohn-Sham gap = 8.37 eV
F_max = 0.7 eV/A

Each line ends with the Mulliken charge.
CARTESIAN COORDINATES (ANGSTROEM)
C1 -0.9203 -0.3755 0.4543  -0.14
H1 -2.2820 -0.7657 -1.1631  0.30
H2 3.9952 1.4622 -0.0291  0.38
H3 -2.7608 0.5620 -0.0507  0.35
H4 -1.4503 0.8009 -1.2318  0.30
C2 1.2608 -0.8176 0.5906  -0.55
H5 -1.2151 -1.2166 1.0847  0.32
C3 3.2550 0.6976 0.0156  -0.23
O1 0.2795 -0.7041 -0.2797  -0.16
C4 -1.9277 0.0757 -0.5643  -1.11
C5 2.4174 -0.1776 0.0660  0.21
H6 -0.6519 0.4586 1.1074  0.32

Atoms 1-2, force components in eV/Å:
-0.483 0.093 0.105
-0.093 0.127 0.032

Molecular formula: C5H6O
Method: DFT, the ωB97M-V functional and the def2-TZVPD basis

Results
total energy = -269.21709 a.u.
SMILES string = C1=C[C@H]2O[C@H]2C1
relative energy (zero: lowest compared OMol25 entry of this formula, charge and spin) = 81.0 kcal/mol
Kohn-Sham gap = 9.64 eV
F_max = 2.3 eV/A

Each line ends with the Mulliken charge.
CARTESIAN COORDINATES (ANGSTROEM)
C1 1.0708 -0.0699 -0.5481  -0.45
H1 1.1632 2.0489 0.2011  0.40
H2 -2.1363 -1.0710 -0.1736  0.40
C2 -0.9776 0.6210 0.7234  -0.06
O1 0.1753 0.6939 1.5214  -0.39
H3 0.0929 -1.9349 -1.2065  0.43
H4 1.2537 -0.9778 0.1693  0.18
H5 -1.8309 1.2215 1.0684  0.39
C3 -0.0553 -1.0272 -0.6368  -0.59
C4 0.6591 1.0709 0.2676  -0.18
C5 -1.1705 -0.6205 0.0119  -0.56
H6 1.7556 0.0451 -1.3980  0.43

Atoms 1-2, force components in eV/Å:
0.273 -1.224 0.793
-0.666 -0.441 0.043

Molecular formula: C5H6O
Method: DFT, the ωB97M-V functional and the def2-TZVPD basis

Results
total energy = -269.16551 a.u.
relative energy (zero: lowest compared OMol25 entry of this formula, charge and spin) = 113.4 kcal/mol
Kohn-Sham gap (alpha / beta) = 7.10 / 7.10 eV
F_max = 0.5 eV/A

Each line ends with the Mulliken charge.
CARTESIAN COORDINATES (ANGSTROEM)
C1 0.2393 1.2764 -1.0156  0.58
C2 -0.4536 1.4114 0.1356  -0.70
C3 -0.5338 0.3122 1.1163  -0.28
H1 -0.6862 -1.8239 1.4060  0.33
O1 0.8328 -1.4686 0.1286  -0.50
H2 0.3756 0.4951 1.7206  0.24
C4 -0.4531 -1.1312 0.5907  -0.43
H3 1.3586 1.5254 -2.9656  0.35
C5 0.9080 1.1917 -2.0548  -0.49
H4 -1.3743 0.4500 1.8073  0.34
H5 -1.2168 -1.2754 -0.1899  0.28
H6 1.0036 -0.9632 -0.6792  0.26

Atoms 1-2, force components in eV/Å:
0.201 -0.017 -0.249
0.183 -0.176 -0.052

> Which formula does entry 3 have?

C5H6O

> The highest F_max belongs to which entry?

number 2